Formula: C3H3ClF2
Source: OMol25
Level of theory: wB97M-V/def2-TZVPD

## Properties
- Orbital gap: 0.403 hartree
- LUMO energy: 0.0171 Eh

CARTESIAN COORDINATES (ANGSTROEM)
C -1.0191 -0.4046 0.8011
C -0.4145 -0.4538 -0.4446
C 0.7850 0.4094 -0.3864
F 1.9563 -0.2375 -0.1305
F 0.4628 1.4953 0.5254
Cl 0.8133 1.4158 -1.8773
H -1.5999 -1.2028 0.9750
H -0.6588 0.1380 1.8809
H -0.3252 -1.1598 -1.3437

Cartesian forces, eV/Å:
C 3.25 0.87 -0.21
C 1.31 -0.16 3.01
C -0.94 3.23 -0.53
F -1.37 1.28 -0.02
F 2.01 -1.96 -0.36
Cl 0.92 -0.58 -0.45
H -2.93 -2.43 0.76
H -1.01 -1.10 -3.95
H -1.24 0.85 1.76